Record 1
Entry from OMol25: a cluster of 4 separate species, C26H44ClF4NO7 in total in a non-equilibrium geometry (the ωB97M-V functional and the def2-TZVPD basis).

XYZ file:
```
83
Properties=species:S:1:pos:R:3:lowdin_charge:R:1
C 0.525 4.121 3.773 -0.0679
C 0.254 2.846 4.621 -0.2434
C 0.154 1.581 3.745 -0.5525
Cl -1.083 0.501 4.464 0.7221
C 1.499 0.908 3.393 -0.3318
N 2.609 1.829 3.252 0.2281
C 3.204 2.178 4.273 -0.2330
O 3.666 2.536 5.294 0.2216
O 1.290 0.329 2.070 0.0522
C 1.925 0.979 1.059 -0.5733
O 2.895 0.491 0.555 0.1718
O 1.380 2.111 0.589 0.0461
C 2.367 3.126 0.291 -0.1406
C 2.669 3.190 -1.193 -0.3267
C 1.474 3.814 -1.951 -0.0511
C 3.942 3.989 -1.524 -0.3943
C 3.930 5.415 -0.965 -0.0669
C 5.223 3.290 -1.024 -0.0695
C 1.859 -0.367 4.192 -0.4450
F 1.726 -0.187 5.499 0.1535
F 1.063 -1.374 3.839 0.1059
C 3.295 -0.889 3.813 -0.3100
F 3.283 -2.175 3.555 0.1424
F 4.110 -0.651 4.864 0.0912
H -0.371 4.730 3.715 0.0760
H 1.335 4.700 4.214 0.0747
H 0.837 3.832 2.769 0.0490
H 0.974 2.727 5.428 0.1029
H -0.723 2.980 5.072 0.0860
H -0.268 1.906 2.799 0.1097
H 3.277 2.979 0.868 0.1175
H 1.922 4.060 0.637 0.1277
H 2.782 2.183 -1.596 0.1417
H 1.265 4.821 -1.596 0.0708
H 1.755 3.893 -3.004 0.0816
H 0.605 3.162 -1.889 0.0807
H 4.023 3.996 -2.613 0.1322
H 3.042 5.949 -1.306 0.0692
H 4.788 5.962 -1.352 0.0816
H 3.931 5.437 0.125 0.0803
H 6.070 3.712 -1.569 0.0770
H 5.221 2.222 -1.243 0.0813
H 5.377 3.460 0.042 0.0732
H 3.721 -0.342 2.974 0.1548
C -0.928 -4.180 -0.197 -0.1613
C -0.286 -3.879 1.153 -0.1596
C -0.548 -2.387 1.297 -0.2010
O -1.775 -2.119 0.607 -0.1366
C -2.139 -3.263 -0.176 -0.2153
H -1.191 -5.228 -0.335 0.1149
H -0.253 -3.888 -1.005 0.1046
H -0.804 -4.429 1.943 0.1149
H 0.773 -4.130 1.203 0.1127
H 0.244 -1.797 0.823 0.1119
H -0.638 -2.074 2.335 0.0972
H -2.996 -3.748 0.310 0.1197
H -2.438 -2.945 -1.170 0.0782
C 0.109 -2.104 -4.692 -0.1690
C -0.847 -2.911 -5.561 -0.1699
C -1.561 -3.766 -4.526 -0.1930
O -1.597 -2.999 -3.317 -0.1737
C -0.728 -1.868 -3.445 -0.1982
H 0.449 -1.178 -5.155 0.1117
H 0.987 -2.706 -4.447 0.1146
H -1.559 -2.243 -6.051 0.1144
H -0.351 -3.502 -6.330 0.1117
H -1.010 -4.692 -4.325 0.1187
H -2.578 -4.026 -4.821 0.1192
H -1.350 -0.972 -3.546 0.1203
H -0.124 -1.770 -2.541 0.1148
C -6.730 -2.470 -0.424 -0.1699
C -5.448 -1.740 -0.805 -0.1636
C -5.014 -2.506 -2.044 -0.2077
O -6.211 -2.978 -2.678 -0.1398
C -7.317 -2.803 -1.789 -0.2097
H -7.404 -1.880 0.195 0.1101
H -6.488 -3.389 0.115 0.1132
H -5.674 -0.702 -1.065 0.1158
H -4.691 -1.736 -0.022 0.1050
H -4.407 -3.375 -1.781 0.1008
H -4.451 -1.888 -2.745 0.1177
H -7.932 -1.978 -2.167 0.1151
H -7.923 -3.710 -1.778 0.1142
```

Values from the calculation:
Energy above the lowest of the compared OMol25 structures with the same formula, charge and spin in kJ/mol: 0.0
Structure (SMILES): CC[C@H](Cl)[C@](N=C=O)(OC(=O)OC[C@@H](C)C(C)C)C(F)(F)C(F)F.C1CCOC1.C1CCOC1.C1CCOC1
HOMO in eV: -9.02



Record 2
Entry from OMol25: a structure of composition C26H44CuN8O2S2 in a non-equilibrium geometry (the ωB97M-V functional and the def2-TZVPD basis).

XYZ file:
```
83
Properties=species:S:1:pos:R:3:lowdin_spin:R:1
Cu -0.537 1.151 -0.417 0.6323
C -4.990 2.353 0.791 -0.0001
N -3.860 1.449 0.543 -0.0006
C -3.061 1.147 1.725 -0.0012
C -3.497 1.049 -0.689 0.0040
O -2.293 0.736 -0.994 0.0557
N -4.413 1.002 -1.667 0.0045
C -5.810 0.611 -1.430 0.0008
C -3.969 0.896 -3.060 0.0001
H -4.654 3.142 1.465 0.0000
H -5.826 1.838 1.264 0.0000
H -5.326 2.808 -0.136 0.0000
H -3.713 0.772 2.515 0.0000
H -2.560 2.048 2.095 -0.0001
H -2.336 0.373 1.502 -0.0009
H -5.950 0.279 -0.407 0.0000
H -6.044 -0.223 -2.090 0.0000
H -6.499 1.426 -1.647 0.0003
H -3.021 1.406 -3.199 0.0000
H -4.718 1.363 -3.695 0.0000
H -3.854 -0.148 -3.356 0.0000
N 6.364 0.849 -1.406 0.0004
C 5.746 1.152 -0.253 0.0000
S 6.536 1.541 1.124 -0.0018
C 4.234 1.127 -0.320 -0.0030
C 3.539 1.222 -1.517 0.0033
C 2.158 1.208 -1.513 0.0038
N 1.442 1.079 -0.390 0.0562
C 2.112 1.002 0.782 0.0004
C 3.484 1.030 0.849 0.0021
H 7.370 0.879 -1.428 0.0000
H 5.882 0.573 -2.241 0.0001
H 4.041 1.349 -2.467 0.0004
H 1.605 1.293 -2.442 0.0008
H 1.517 0.893 1.681 -0.0001
H 3.991 0.984 1.805 0.0003
N -1.794 7.289 2.915 0.0000
C -2.500 6.230 2.463 -0.0001
O -3.643 5.966 2.767 -0.0004
C -1.795 5.269 1.535 -0.0019
C -2.508 4.783 0.449 0.0018
C -1.992 3.735 -0.271 0.0017
N -0.826 3.144 0.041 0.0457
C -0.098 3.669 1.040 0.0020
C -0.545 4.732 1.805 0.0020
H -2.253 7.940 3.533 0.0000
H -0.907 7.549 2.522 0.0000
H -3.470 5.208 0.191 0.0003
H -2.518 3.343 -1.134 0.0001
H 0.863 3.215 1.241 0.0002
H 0.067 5.101 2.621 0.0003
C 3.641 -2.255 2.954 0.0000
C 4.521 -2.725 1.789 0.0000
C 3.830 -3.649 0.773 0.0003
C 3.088 -2.946 -0.357 0.0011
N 1.880 -2.240 0.132 0.0116
C 0.615 -2.168 -0.270 0.0174
S -0.454 -1.132 0.671 0.1480
N 0.077 -2.832 -1.286 0.0098
C 0.655 -3.797 -2.245 0.0007
C 0.833 -5.209 -1.681 0.0007
C -0.442 -6.055 -1.670 0.0000
C -1.473 -5.640 -0.620 0.0000
H 4.245 -1.763 3.720 0.0000
H 3.139 -3.105 3.428 0.0000
H 2.863 -1.539 2.665 0.0000
H 5.365 -3.266 2.216 0.0000
H 4.954 -1.864 1.265 0.0000
H 3.140 -4.320 1.294 0.0000
H 4.580 -4.282 0.293 0.0000
H 2.823 -3.664 -1.114 0.0000
H 3.741 -2.202 -0.819 0.0007
H 2.035 -1.702 0.968 0.0002
H -0.913 -2.668 -1.356 -0.0002
H 1.586 -3.394 -2.628 0.0002
H -0.036 -3.823 -3.085 0.0000
H 1.227 -5.145 -0.661 0.0000
H 1.592 -5.709 -2.288 0.0000
H -0.154 -7.091 -1.489 0.0000
H -0.895 -6.032 -2.666 0.0000
H -1.032 -5.636 0.381 0.0000
H -2.313 -6.335 -0.607 0.0000
H -1.887 -4.645 -0.806 0.0000
```

Values from the calculation:
Net charge: +2
Expectation value of S²: 0.76
Energy above the lowest of the compared OMol25 structures with the same formula, charge and spin in kJ/mol: 56.9
HOMO (alpha / beta) in eV: -13.23 / -13.23
2S+1: 2



Record 3
Entry from OMol25: an isolated molecule of C26H44N2O5 in a non-equilibrium geometry (the ωB97M-V functional and the def2-TZVPD basis).

XYZ file:
```
77
Properties=species:S:1:pos:R:3:lowdin_charge:R:1
C -3.141 3.222 4.576 -0.1036
C -3.730 1.890 4.063 -0.2642
C -2.631 0.994 3.516 -0.2354
C -3.167 -0.335 2.965 -0.2142
C -3.683 -0.204 1.542 -0.1980
C -2.552 -0.114 0.494 -0.1753
C -2.549 -1.355 -0.394 -0.1468
C -1.438 -1.367 -1.387 -0.0917
C -0.357 -2.177 -1.348 -0.0545
C -0.183 -3.162 -0.212 -0.1274
C 1.186 -3.805 -0.047 -0.1871
C 2.254 -2.812 0.455 -0.1567
C 2.937 -3.256 1.740 -0.2025
N 2.296 -2.670 2.930 -0.1310
C 2.947 -3.185 4.151 -0.0598
C 2.476 -1.237 2.953 -0.4856
C 1.347 -0.473 3.602 0.0041
O 3.459 -0.681 2.486 0.0938
C 0.628 -2.081 -2.468 -0.2431
O 1.381 -3.017 -2.740 0.1013
C 0.695 -0.826 -3.279 -0.0321
C 1.892 -0.492 -4.126 -0.1025
C 3.251 -1.044 -3.656 -0.2481
N 3.610 -2.280 -4.387 -0.0044
C -0.385 -0.016 -3.278 -0.1712
O -0.480 1.097 -4.051 -0.0270
C -0.493 2.326 -3.315 -0.1392
C 0.613 3.229 -3.848 -0.1970
O 0.266 4.591 -3.883 -0.1383
C -0.150 5.118 -2.631 -0.2859
C 0.160 6.591 -2.555 -0.0705
C -1.592 -0.373 -2.485 -0.2519
O -2.673 0.161 -2.712 0.1287
H -3.816 4.055 4.426 0.0635
H -2.221 3.419 4.032 0.0632
H -2.863 3.129 5.620 0.0668
H -4.487 2.095 3.311 0.0999
H -4.227 1.401 4.897 0.1042
H -1.927 0.817 4.325 0.1092
H -2.144 1.515 2.694 0.1048
H -2.415 -1.117 3.056 0.1017
H -3.997 -0.640 3.605 0.1073
H -4.296 -1.075 1.321 0.1073
H -4.346 0.653 1.464 0.1062
H -2.714 0.779 -0.101 0.1095
H -1.599 -0.006 1.010 0.1080
H -2.567 -2.235 0.239 0.1124
H -3.486 -1.358 -0.949 0.1285
H -0.419 -2.632 0.706 0.1138
H -0.927 -3.952 -0.309 0.1290
H 1.073 -4.571 0.719 0.1059
H 1.516 -4.322 -0.933 0.0971
H 3.035 -2.765 -0.300 0.1084
H 1.826 -1.823 0.586 0.1101
H 4.001 -3.009 1.735 0.1137
H 2.872 -4.333 1.863 0.1179
H 4.029 -3.233 4.028 0.0922
H 2.539 -4.149 4.426 0.0857
H 2.759 -2.498 4.973 0.0854
H 1.577 -0.265 4.641 0.0837
H 1.156 0.433 3.044 0.0832
H 0.451 -1.085 3.579 0.0704
H 1.728 -0.873 -5.132 0.1300
H 1.966 0.585 -4.224 0.1006
H 3.187 -1.279 -2.600 0.0950
H 4.020 -0.300 -3.830 0.1022
H 4.334 -2.101 -5.064 0.0580
H 3.921 -2.983 -3.737 0.0548
H -1.437 2.823 -3.526 0.1339
H -0.405 2.149 -2.248 0.1333
H 0.820 2.933 -4.870 0.1296
H 1.545 3.093 -3.288 0.1270
H -1.229 4.989 -2.538 0.1158
H 0.341 4.584 -1.816 0.1210
H -0.441 7.010 -1.750 0.0747
H -0.121 7.109 -3.463 0.0786
H 1.195 6.781 -2.295 0.0736
```

Values from the calculation:
Structure (SMILES): CCCCCCCC1=C(CCCCN(C)C(C)=O)C(=O)C(CCN)=C(OCCOCC)C1=O
HOMO in eV: -9.00



| no. | E (hartree) |
| --- | --- |
| 1 | -2458.1258 |
| 2 | -4042.1058 |
| 3 | -1502.7327 |